DFT (ωB97M-V/def2-TZVPD) results for a cluster of 5 separate species, C22H55N4O16P4 in total at a distorted geometry.

total charge	+1
HOMO	-10.56	eV

Last column: Mulliken charge in e.
Element x y z (Å)
C  -5.480  0.121  -0.430  -0.347
C  -4.676  -1.059  -0.429  -0.240
C  -3.665  -2.242  -1.017  -0.130
N  -2.254  -1.717  -1.316  0.187
C  -1.997  -1.262  -2.736  -0.236
C  -3.145  -0.260  -3.358  -0.049
N  -4.335  -0.642  -3.927  -0.537
C  -1.278  -1.721  -0.313  0.075
N  -1.554  -2.193  1.119  -0.495
N  0.161  -1.248  -0.574  -0.346
C  0.278  0.075  0.194  0.633
C  -0.694  1.253  -0.415  -0.670
C  1.838  0.632  0.006  -0.447
C  2.181  0.616  -1.602  -0.759
H  -6.138  1.112  -0.350  0.343
H  -3.662  -3.111  -0.203  0.411
H  -4.095  -2.754  -2.005  0.026
H  -0.962  -0.735  -2.907  0.207
H  -1.987  -2.254  -3.401  0.298
H  -2.902  0.906  -3.328  0.284
H  -4.375  -1.684  -3.893  0.258
H  -1.850  -3.205  1.007  0.337
H  -0.602  -2.277  1.589  0.284
H  0.788  -1.980  -0.127  0.386
H  0.051  -0.106  1.336  -0.062
H  -0.776  1.212  -1.591  0.112
H  -1.761  1.306  0.099  0.268
H  -0.172  2.296  -0.172  0.125
H  1.889  1.776  0.339  0.186
H  2.607  0.044  0.673  0.275
H  1.246  0.581  -2.306  0.154
H  2.805  1.571  -1.926  0.212
H  2.903  -0.318  -1.777  0.269
C  -2.520  -2.196  6.161  -0.735
O  -1.195  -1.844  5.819  -0.292
P  -1.021  -0.255  5.159  1.043
O  -0.086  -0.809  4.079  -0.688
O  -0.118  0.189  6.458  -0.303
C  -0.788  0.324  7.693  -0.655
O  -0.847  1.335  4.498  -0.276
C  -1.726  1.596  3.419  -0.395
H  -2.788  -3.118  5.639  0.239
H  -2.575  -2.367  7.239  0.261
H  -3.229  -1.410  5.885  0.366
H  -0.661  -0.598  8.273  0.223
H  -1.853  0.519  7.550  0.334
H  -0.345  1.153  8.250  0.261
H  -2.760  1.524  3.765  0.337
H  -1.555  0.887  2.605  -0.011
H  -1.541  2.611  3.056  0.278
C  5.155  5.982  -0.275  -0.849
O  4.472  5.067  -1.106  -0.222
P  2.839  5.508  -1.471  0.797
O  2.396  4.064  -1.216  -0.371
O  3.233  5.663  -3.059  -0.320
C  4.049  6.759  -3.417  -0.643
O  1.207  5.949  -1.835  -0.305
C  0.434  6.252  -0.688  -0.677
H  5.530  5.451  0.603  0.224
H  6.001  6.400  -0.827  0.282
H  4.501  6.795  0.051  0.459
H  5.091  6.424  -3.479  0.218
H  3.971  7.569  -2.688  0.335
H  3.739  7.128  -4.397  0.259
H  0.871  7.109  -0.170  0.314
H  0.394  5.392  -0.015  0.251
H  -0.580  6.506  -1.006  0.264
C  -4.023  -4.494  -6.185  -0.823
O  -4.099  -4.985  -4.862  -0.262
P  -5.668  -5.537  -4.389  0.977
O  -5.512  -4.818  -3.045  -0.604
O  -5.087  -7.067  -4.236  -0.329
C  -4.749  -7.750  -5.424  -0.628
O  -7.238  -6.088  -3.915  -0.277
C  -8.264  -5.143  -4.154  -0.666
H  -3.632  -3.474  -6.163  0.243
H  -3.341  -5.126  -6.760  0.294
H  -5.004  -4.491  -6.669  0.404
H  -3.670  -7.656  -5.596  0.215
H  -5.289  -7.346  -6.284  0.334
H  -4.997  -8.807  -5.310  0.266
H  -8.327  -4.935  -5.225  0.299
H  -8.068  -4.217  -3.607  0.299
H  -9.215  -5.565  -3.816  0.250
C  6.339  -1.457  3.593  -0.610
O  7.286  -0.434  3.822  -0.324
P  7.130  0.938  2.780  1.023
O  8.648  0.956  2.582  -0.625
O  6.758  1.881  4.074  -0.352
C  5.500  1.676  4.681  -0.560
O  6.973  2.309  1.738  -0.226
C  6.928  1.972  0.364  -0.551
H  6.868  -2.394  3.400  0.245
H  5.719  -1.574  4.486  0.255
H  5.697  -1.226  2.738  0.257
H  5.625  1.019  5.550  0.223
H  4.790  1.224  3.984  0.261
H  5.107  2.637  5.020  0.270
H  6.055  1.344  0.171  0.230
H  7.839  1.443  0.068  0.353
H  6.842  2.892  -0.220  0.130

DFT (ωB97M-V/def2-TZVPD) results for a cluster of 2 separate species, C9H19O2 in total at a distorted geometry.

total charge	-1
relative energy (zero: lowest compared OMol25 entry of this formula, charge and spin)	2.5	kcal/mol
HOMO	-0.59	eV

Last column: natural (NBO) charge in e.
Element x y z (Å)
C  -1.434  -4.804  0.147  -0.995
C  -1.009  -3.597  -0.778  -0.430
C  0.236  -2.814  -0.259  -0.257
C  -0.025  -1.330  0.040  -0.605
C  1.460  -2.986  -1.202  -0.605
H  -0.495  -5.396  0.254  0.107
H  -1.573  -4.339  1.150  0.107
H  -1.890  -2.950  -0.870  0.166
H  -0.806  -4.052  -1.755  0.166
H  0.513  -3.290  0.683  0.194
H  0.911  -0.775  0.041  0.207
H  -0.672  -0.849  -0.703  0.183
H  -0.491  -1.171  1.018  0.191
H  2.361  -3.269  -0.644  0.185
H  1.287  -3.774  -1.936  0.200
H  1.713  -2.054  -1.723  0.184
O  1.598  1.375  -0.564  -0.548
C  1.048  2.347  -0.133  0.793
O  0.325  2.238  1.000  -0.500
C  -0.215  3.357  1.698  -0.066
C  -1.573  3.754  1.156  -0.636
C  1.067  3.665  -0.873  -0.742
H  0.489  4.191  1.703  0.166
H  -0.315  3.027  2.731  0.197
H  -1.510  4.080  0.117  0.205
H  -1.998  4.566  1.747  0.210
H  -2.252  2.902  1.188  0.229
H  0.246  3.678  -1.590  0.242
H  2.007  3.734  -1.415  0.242
H  0.998  4.538  -0.228  0.210

DFT (ωB97M-V/def2-TZVPD) results for the ion C4H7ClN3 with charge +1 at a distorted geometry.

total charge	+1
relative energy (zero: lowest compared OMol25 entry of this formula, charge and spin)	120.1	kcal/mol
HOMO	-11.31	eV

Last column: natural (NBO) charge in e.
Element x y z (Å)
C  -0.101  1.738  0.080  -0.037
C  -1.316  2.269  0.064  -0.132
C  -2.944  0.447  0.039  0.490
C  0.453  0.472  0.308  -0.324
N  -2.428  1.486  0.170  -0.230
N  -0.467  -0.606  0.270  -0.669
N  0.254  -1.919  0.275  -0.563
Cl  -4.065  -0.661  -0.102  0.326
H  0.593  2.449  -0.296  0.238
H  -1.448  3.344  0.112  0.255
H  1.237  0.179  -0.438  0.182
H  0.891  0.584  1.293  0.208
H  -0.471  -2.567  0.244  0.417
H  0.771  -2.069  1.231  0.419
H  0.673  -1.936  -0.653  0.421